[1]
Here is one molecule with the formula C3H6OS2 from the Open Molecules 2025 dataset. Energies are from the ωB97M-V functional and the def2-TZVPD basis.

Calculated values
**HOMO energy**: -8.9 eV
**Energy relative to the best compared isomer or geometry (same formula, charge and spin)**: 87.63 kJ/mol
**Calculated total energy**: -989.49516 a.u.
**Total charge**: 0
**Largest force on an atom**: 0.0291 hartree/bohr
**SMILES**: C[C@H](S)C(O)=S
**Gap between HOMO and LUMO**: 9.22 eV

XYZ file:
```
12
C3H6OS2 | the Open Molecules 2025 dataset | the ωB97M-V functional and the def2-TZVPD basis
C -0.127 1.177 0.472
C -0.109 0.007 -0.485
S -1.632 -1.031 -0.472
C 1.099 -0.803 -0.080
O 0.808 -1.585 0.954
S 2.618 -0.580 -0.593
H -0.964 1.810 0.183
H 0.793 1.777 0.263
H -0.085 0.881 1.504
H 0.048 0.474 -1.421
H -2.316 -0.468 -1.499
H -0.133 -1.660 1.174
```

***

[2]
Here is one molecule with the formula C10H12SSi from the Open Molecules 2025 dataset. Energies are from the ωB97M-V functional and the def2-TZVPD basis.

Calculated values
**HOMO energy**: -7.4 eV
**Energy relative to the best compared isomer or geometry (same formula, charge and spin)**: 82.85 kJ/mol
**Calculated total energy**: -1075.85479 a.u.
**Total charge**: 0
**Largest force on an atom**: 0.1617 hartree/bohr
**SMILES**: C[SiH](C)c1cc2ccccc2s1
**Gap between HOMO and LUMO**: 7.66 eV

XYZ file:
```
24
C10H12SSi | the Open Molecules 2025 dataset | the ωB97M-V functional and the def2-TZVPD basis
C -2.143 1.882 2.176
Si -1.553 2.054 0.350
C -3.072 2.433 -0.753
C -0.577 0.455 -0.147
C 0.481 -0.376 0.829
C 1.402 -1.129 0.173
C 2.554 -1.798 0.703
C 3.177 -2.652 -0.171
C 2.698 -2.929 -1.475
C 1.731 -2.120 -1.985
C 0.999 -1.275 -1.152
S -0.208 -0.147 -1.712
H -2.710 0.955 2.532
H -1.263 2.104 2.889
H -2.837 2.684 2.286
H -0.389 3.038 -0.013
H -3.130 1.924 -1.803
H -4.050 2.201 -0.428
H -3.041 3.558 -0.859
H 0.435 0.007 1.890
H 2.944 -1.746 1.629
H 4.002 -3.277 0.197
H 3.148 -3.602 -2.114
H 1.403 -2.246 -3.044
```

***

[3]
Here is a 10-piece molecular cluster, C28H64N9O12 overall from the Open Molecules 2025 dataset. Energies are from the ωB97M-V functional and the def2-TZVPD basis.

Calculated values
**HOMO energy**: -7.2 eV
**Energy relative to the best compared isomer or geometry (same formula, charge and spin)**: 49.30 kJ/mol
**Calculated total energy**: -2501.30395 a.u.
**Total charge**: -1
**Largest force on an atom**: 0.0716 hartree/bohr
**Gap between HOMO and LUMO**: 9.19 eV

XYZ file:
```
113
C28H64N9O12 | the Open Molecules 2025 dataset | the ωB97M-V functional and the def2-TZVPD basis
O -0.975 0.044 -0.161
C -0.898 1.233 0.656
O 0.073 2.029 0.348
O -1.733 1.400 1.600
H -0.151 0.306 -0.721
C -3.773 -1.245 -0.253
C -4.225 -1.598 1.150
O -5.006 -2.509 1.355
N -3.811 -0.764 2.121
C -4.080 -1.030 3.524
H -3.746 -0.169 -0.405
H -4.339 -1.789 -0.995
H -2.737 -1.605 -0.352
H -3.117 -0.027 1.921
H -4.326 -0.103 4.039
H -3.163 -1.377 4.019
H -4.842 -1.783 3.651
C -1.098 -0.996 -3.161
C -0.683 -1.925 -4.278
O 0.447 -1.869 -4.754
N -1.635 -2.779 -4.773
C -1.398 -3.621 -5.944
H -2.047 -0.533 -3.454
H -0.372 -0.203 -3.033
H -1.182 -1.498 -2.199
H -2.481 -2.875 -4.246
H -2.051 -3.277 -6.746
H -1.751 -4.630 -5.709
H -0.348 -3.632 -6.156
C 2.100 -6.818 -0.089
C 1.925 -5.467 -0.712
O 2.028 -5.316 -1.900
N 1.645 -4.468 0.119
C 1.502 -3.092 -0.342
H 3.162 -6.898 0.196
H 1.897 -7.626 -0.773
H 1.578 -6.931 0.865
H 1.447 -4.642 1.084
H 1.118 -2.465 0.455
H 0.817 -3.040 -1.190
H 2.484 -2.713 -0.639
C 0.006 3.474 -3.800
C -1.436 3.458 -3.333
O -2.337 3.739 -4.073
N -1.653 3.138 -2.033
C -2.953 3.125 -1.428
H 0.735 3.741 -3.039
H 0.092 4.213 -4.599
H 0.269 2.516 -4.259
H -0.880 2.911 -1.410
H -2.789 2.953 -0.376
H -3.575 2.343 -1.858
H -3.421 4.099 -1.558
C -2.752 5.341 1.402
C -3.992 4.790 2.126
O -4.842 5.566 2.570
N -4.055 3.421 2.246
C -4.875 2.751 3.229
H -3.049 6.042 0.630
H -2.180 4.524 0.960
H -2.162 5.837 2.168
H -3.483 2.888 1.621
H -4.379 2.722 4.203
H -5.009 1.720 2.901
H -5.865 3.186 3.317
C 0.811 4.250 3.146
C 1.665 4.903 2.078
O 2.409 5.798 2.403
N 1.629 4.313 0.867
C 2.390 4.746 -0.223
H 1.459 3.790 3.894
H 0.134 3.479 2.763
H 0.260 5.029 3.670
H 1.094 3.431 0.790
H 1.763 5.255 -0.961
H 2.834 3.884 -0.711
H 3.118 5.457 0.153
C 5.130 -3.903 0.611
C 4.631 -2.602 1.235
O 4.276 -2.612 2.406
N 4.685 -1.505 0.440
C 4.457 -0.164 0.974
H 5.797 -4.353 1.352
H 5.732 -3.787 -0.294
H 4.351 -4.636 0.415
H 4.817 -1.702 -0.547
H 4.947 -0.051 1.932
H 3.386 0.035 1.026
H 4.932 0.546 0.295
C 3.747 -3.122 -4.147
C 3.872 -1.967 -3.214
O 4.823 -1.846 -2.470
N 2.894 -1.061 -3.245
C 2.868 0.032 -2.310
H 3.925 -2.753 -5.169
H 2.831 -3.692 -4.042
H 4.584 -3.807 -4.015
H 2.119 -1.205 -3.901
H 3.797 0.592 -2.310
H 2.655 -0.350 -1.303
H 2.035 0.684 -2.540
C -0.337 -1.749 3.074
C -0.524 -0.973 4.382
O -0.356 -1.519 5.474
N -0.926 0.329 4.267
C -1.049 1.239 5.416
H -0.665 -1.216 2.173
H -1.032 -2.602 3.103
H 0.689 -2.086 2.947
H -1.124 0.708 3.347
H -0.176 1.915 5.427
H -1.150 0.703 6.345
H -1.879 1.942 5.271
```

***

[4]
Here is C25H25N3O5S3Ta as an isolated structure from the Open Molecules 2025 dataset. Energies are from the ωB97M-V functional and the def2-TZVPD basis.

Calculated values
**HOMO energy**: -11.1 eV
**Energy relative to the best compared isomer or geometry (same formula, charge and spin)**: 61.44 kJ/mol
**Calculated total energy**: -2759.70877 a.u.
**Total charge**: +1
**Largest force on an atom**: 0.0130 hartree/bohr
**Gap between HOMO and LUMO**: 7.15 eV

XYZ file:
```
62
C25H25N3O5S3Ta | the Open Molecules 2025 dataset | the ωB97M-V functional and the def2-TZVPD basis
Ta 0.503 0.403 -0.794
O 2.626 -0.283 -0.039
C 3.357 -1.361 -0.645
C 3.315 -1.220 -2.148
N 1.921 -1.084 -2.589
C 1.819 -0.185 -3.739
C 2.073 1.235 -3.251
O 2.498 2.115 -3.936
O 1.785 1.369 -1.954
C 1.246 -2.358 -2.782
C -0.156 -2.323 -2.188
O -0.953 -3.194 -2.376
O -0.361 -1.276 -1.400
H 3.128 0.546 -0.042
H 2.866 -2.274 -0.303
H 4.380 -1.359 -0.271
H 3.804 -2.076 -2.626
H 3.870 -0.329 -2.444
H 0.805 -0.223 -4.146
H 2.521 -0.433 -4.538
H 1.786 -3.156 -2.270
H 1.173 -2.646 -3.832
S -0.881 1.688 -2.365
C -2.121 1.219 -1.267
N -1.683 0.647 -0.174
C -2.738 0.222 0.639
C -2.684 -0.439 1.864
C -3.865 -0.738 2.515
C -5.105 -0.391 1.977
C -5.179 0.264 0.764
C -3.991 0.558 0.108
S -3.813 1.360 -1.430
H -1.744 -0.715 2.309
H -3.823 -1.251 3.466
H -6.013 -0.636 2.510
H -6.132 0.538 0.332
C 0.709 -3.831 4.553
C 0.629 -2.877 3.403
C 0.405 -3.317 2.102
C 0.315 -2.410 1.067
N 0.427 -1.081 1.226
C 0.637 -0.657 2.483
C 0.743 -1.502 3.569
H 1.280 -4.719 4.287
H -0.295 -4.160 4.830
H 1.164 -3.366 5.425
H 0.291 -4.370 1.883
H 0.109 -2.777 0.078
H 0.693 0.409 2.636
H 0.911 -1.071 4.547
S 1.089 1.981 0.958
C 0.383 3.422 0.169
C -0.915 3.790 0.515
C -1.508 4.874 -0.111
C -0.807 5.590 -1.073
C 0.497 5.235 -1.393
C 1.097 4.150 -0.773
H -1.450 3.225 1.268
H -2.515 5.165 0.156
H -1.274 6.431 -1.568
H 1.047 5.799 -2.133
H 2.103 3.855 -1.039
```

***

[5]
Here is C26H39BrN5O3Ti as an isolated structure from the Open Molecules 2025 dataset. Energies are from the ωB97M-V functional and the def2-TZVPD basis.

Calculated values
**HOMO energy (alpha / beta)**: -8.0 / -9.7 eV
**Energy relative to the best compared isomer or geometry (same formula, charge and spin)**: 0.00 kJ/mol
**Expectation value of S²**: 2.005
**Calculated total energy**: -4937.04544 a.u.
**Total charge**: +1
**Multiplicity**: 3
**Largest force on an atom**: 0.0043 hartree/bohr
**Gap between HOMO and LUMO (alpha / beta)**: 4.96 / 6.65 eV

XYZ file:
```
75
C26H39BrN5O3Ti | the Open Molecules 2025 dataset | the ωB97M-V functional and the def2-TZVPD basis
Ti 0.242 -0.101 1.226
C -1.280 0.215 3.067
C -1.667 -0.938 2.337
C -0.608 -1.882 2.430
C 0.422 -1.316 3.235
C 0.001 -0.020 3.629
C 0.673 0.894 4.613
C 1.689 -2.021 3.622
C -0.610 -3.263 1.844
C -2.983 -1.183 1.659
C -2.127 1.418 3.369
H 0.796 1.909 4.226
H 1.657 0.524 4.899
H 0.085 0.965 5.531
H 2.143 -2.517 2.762
H 1.501 -2.783 4.382
H 2.429 -1.330 4.027
H -1.190 -3.300 0.920
H -1.048 -3.989 2.534
H 0.403 -3.598 1.616
H -2.851 -1.607 0.661
H -3.564 -0.263 1.565
H -3.594 -1.886 2.232
H -1.514 2.312 3.501
H -2.693 1.280 4.295
H -2.862 1.615 2.584
N 2.774 1.681 0.008
C 4.043 2.041 0.271
C 4.271 1.787 1.602
C 3.061 1.256 2.067
N 2.153 1.193 1.099
H 2.297 1.686 -0.888
H 4.680 2.447 -0.497
H 5.177 1.954 2.155
H 2.806 0.917 3.056
C 2.714 0.853 -3.904
C 1.383 0.797 -3.215
N 0.556 -0.204 -3.519
O 1.081 1.643 -2.356
H 2.755 0.256 -4.812
H 3.448 0.452 -3.197
H 2.977 1.885 -4.120
H 0.868 -0.949 -4.121
H -0.150 -0.439 -2.829
Br 1.479 -6.187 -4.899
C 1.233 -4.818 -3.615
C -0.023 -4.251 -3.463
C -0.195 -3.241 -2.529
C 0.878 -2.807 -1.757
C 2.126 -3.404 -1.908
C 2.309 -4.408 -2.842
C 0.702 -1.704 -0.770
O -0.366 -1.006 -0.791
O 1.598 -1.471 0.072
H -0.852 -4.603 -4.060
H -1.169 -2.795 -2.379
H 2.943 -3.071 -1.282
H 3.276 -4.876 -2.969
N -2.126 3.864 -1.120
C -2.347 2.446 -1.582
C -1.990 1.497 -0.447
N -0.618 1.702 0.010
C -0.421 3.071 0.469
C -0.718 4.081 -0.631
H -2.776 4.065 -0.356
H -2.340 4.517 -1.874
H -1.685 2.295 -2.436
H -3.385 2.355 -1.896
H -2.098 0.468 -0.788
H -2.670 1.639 0.398
H -0.009 1.528 -0.795
H 0.609 3.199 0.801
H -1.065 3.245 1.336
H -0.063 3.922 -1.488
H -0.638 5.111 -0.288
```

***

[6]
Here is C16H22Cl2O2Pb as an isolated structure from the Open Molecules 2025 dataset. Energies are from the ωB97M-V functional and the def2-TZVPD basis.

Calculated values
**HOMO energy (alpha / beta)**: -0.9 / 0.1 eV
**Calculated total energy**: -1886.53945 a.u.
**Total charge**: -2
**Largest force on an atom**: 0.0673 hartree/bohr
**Gap between HOMO and LUMO (alpha / beta)**: 5.91 / 4.97 eV

XYZ file:
```
43
C16H22Cl2O2Pb | the Open Molecules 2025 dataset | the ωB97M-V functional and the def2-TZVPD basis
C 0.100 -1.586 -2.240
C 0.959 -0.454 -2.368
C 0.137 0.716 -2.387
C 2.426 -0.468 -2.468
C -1.224 0.301 -2.304
C -1.247 -1.114 -2.189
C -2.448 -1.955 -2.032
C 0.513 -3.000 -2.142
C 0.598 2.109 -2.417
C -2.395 1.196 -2.323
Pb -0.091 -0.935 1.544
Cl 2.801 1.901 0.058
Cl 1.994 -2.132 0.661
O -1.258 0.579 0.545
H 2.824 -1.455 -2.221
H 2.817 0.234 -1.707
H 2.782 -0.137 -3.458
H 1.503 2.205 -1.768
H -0.155 2.775 -1.970
H 0.858 2.435 -3.441
H -2.171 2.113 -1.770
H -3.249 0.709 -1.842
H -2.679 1.465 -3.352
H -3.246 -1.374 -1.558
H -2.207 -2.798 -1.373
H -2.823 -2.342 -2.995
H 1.483 -3.059 -1.635
H 0.580 -3.478 -3.132
H -0.208 -3.546 -1.518
H -2.112 0.859 0.890
O -1.373 -2.653 1.469
H -2.312 -2.400 1.562
C 1.017 2.044 5.480
C 0.529 0.740 5.628
C 0.240 -0.053 4.498
C 0.508 0.494 3.256
C 0.992 1.777 3.053
C 1.218 2.578 4.204
H 1.238 2.653 6.364
H 0.397 0.328 6.616
H -0.158 -1.054 4.650
H 1.247 2.179 2.054
H 1.596 3.604 4.077
```

***

[7]
Here is C18H38BO4Zr as an isolated structure from the Open Molecules 2025 dataset. Energies are from the ωB97M-V functional and the def2-TZVPD basis.

Calculated values
**HOMO energy**: -15.2 eV
**Calculated total energy**: -1080.05177 a.u.
**Total charge**: +3
**Largest force on an atom**: 0.0903 hartree/bohr
**Gap between HOMO and LUMO**: 2.20 eV

XYZ file:
```
62
C18H38BO4Zr | the Open Molecules 2025 dataset | the ωB97M-V functional and the def2-TZVPD basis
C -3.241 2.685 -2.162
C -3.771 2.065 -3.467
C -4.274 0.641 -3.311
C -3.129 -0.333 -2.944
C -2.614 -1.134 -4.150
C -1.219 -0.763 -4.654
C -0.106 -0.713 -3.607
C 0.378 -2.113 -3.187
C -0.509 -2.755 -2.126
C 0.263 -3.696 -1.194
C -0.452 -3.928 0.120
C -0.674 -2.656 1.018
C 0.634 -2.011 1.227
B 0.506 -0.557 2.245
O 1.215 0.418 1.484
C 2.445 0.505 2.197
C 1.892 0.545 3.593
O 2.754 0.592 4.688
C 2.895 1.803 5.375
C 3.353 3.059 4.614
C 4.226 4.026 5.507
O 2.344 3.853 4.090
O 1.100 -0.641 3.525
H -3.932 3.442 -1.822
H -2.259 3.122 -2.285
H -3.158 1.950 -1.365
H -2.998 2.109 -4.229
H -4.593 2.681 -3.815
H -5.037 0.574 -2.542
H -4.737 0.347 -4.243
H -3.550 -1.040 -2.234
H -2.346 0.209 -2.428
H -2.646 -2.195 -3.917
H -3.291 -0.995 -4.983
H -1.243 0.152 -5.237
H -0.933 -1.534 -5.365
H 0.741 -0.226 -4.082
H -0.359 -0.112 -2.739
H 0.442 -2.733 -4.073
H 1.389 -1.995 -2.797
H -1.241 -3.374 -2.633
H -1.038 -1.990 -1.565
H 1.258 -3.290 -1.037
H 0.401 -4.655 -1.678
H -1.464 -4.269 -0.098
H 0.050 -4.695 0.695
H -1.426 -2.005 0.597
H -1.067 -2.999 1.969
H 1.030 -1.692 0.274
H 1.366 -2.683 1.679
H -0.663 -0.219 2.430
H 2.908 -0.486 2.128
H 3.161 1.240 1.858
H 1.116 1.303 3.760
H 3.644 1.603 6.132
H 1.974 2.038 5.915
H 3.992 2.748 3.706
H 5.308 3.642 5.500
H 3.868 4.135 6.523
H 4.236 5.033 4.960
H 1.540 3.790 4.639
Zr 5.542 4.177 3.525
```

***

[8]
Here is C5H10N2O2 as an isolated structure from the Open Molecules 2025 dataset. Energies are from the ωB97M-V functional and the def2-TZVPD basis.

Calculated values
**HOMO energy**: -9.3 eV
**Energy relative to the best compared isomer or geometry (same formula, charge and spin)**: 659.27 kJ/mol
**Calculated total energy**: -456.30310 a.u.
**Total charge**: 0
**Largest force on an atom**: 0.2280 hartree/bohr
**Gap between HOMO and LUMO**: 9.63 eV

XYZ file:
```
19
C5H10N2O2 | the Open Molecules 2025 dataset | the ωB97M-V functional and the def2-TZVPD basis
C -0.310 -0.907 -2.002
C -0.361 -0.293 -0.674
C 0.471 -1.336 0.313
C -0.003 0.438 1.918
C -0.072 1.488 0.798
H -1.008 0.647 -2.628
H -1.514 -0.263 -0.468
H -0.344 -2.607 0.527
H 1.408 -1.762 0.075
H 1.752 -0.454 1.291
H 0.385 0.528 2.933
H -1.028 0.105 2.071
H 0.776 2.563 0.875
H -0.777 1.990 0.490
H 0.058 1.609 -1.234
N 0.870 -0.651 1.597
N 0.429 0.992 -0.549
O -0.702 -0.071 -3.020
O -0.030 -2.014 -2.313
```

***

Q: Number 8 is which compound?
A: C5H10N2O2

***

Q: The highest total charge belongs to which entry?
A: C18H38BO4Zr

***

Q: total charge of number 1 (C3H6OS2)?
A: 0